(1)
The following is a DFT calculation (the ωB97M-V functional and the def2-TZVPD basis) of a cluster of 4 separate species, C29H47F5O15S3 in total in a non-equilibrium geometry.

Last column: Mulliken charge in e.
Positions of all 99 atoms, in Å:
C: 3.6477 -2.7757 0.4749  -1.31
C: 2.6117 -1.6403 0.2673  0.31
C: 2.7353 -0.9565 -1.1060  -0.31
C: 3.6726 0.2581 -1.1143  -0.99
C: 3.2330 1.4252 -0.2290  -1.17
C: 1.9063 2.0674 -0.6701  0.36
C: 0.9960 2.4683 0.5148  -2.12
C: -0.0480 1.3668 0.7651  1.60
C: -0.3446 1.1567 2.2655  -1.46
S: -0.4272 2.6869 3.2756  -0.19
C: -1.6127 0.3653 2.5741  -0.50
S: -1.5192 -1.3645 1.9733  1.14
O: -0.8259 -2.0683 3.0229  -0.70
O: -0.9899 -1.4865 0.6425  -0.57
C: -3.2449 -2.1024 1.9995  0.43
F: -2.9955 -3.3973 1.7954  -0.24
F: -3.7395 -1.9465 3.2307  -0.26
C: -4.2979 -1.6265 0.9516  0.78
F: -3.7150 -1.2372 -0.1701  -0.17
F: -5.0978 -2.6550 0.6709  -0.28
F: -5.0415 -0.6622 1.4593  -0.23
O: -2.8170 1.0132 2.1780  -0.33
S: -2.7833 1.9353 0.8366  1.47
O: -3.9666 1.6174 0.0899  -0.63
O: -2.6772 3.3205 1.2003  -0.67
C: -1.3273 1.5167 -0.1229  1.06
C: -1.2569 2.5668 -1.2510  -1.75
O: -2.1538 2.2382 -2.2924  -0.31
C: -1.6422 1.3327 -3.2572  0.05
C: -2.5547 0.1144 -3.3998  -0.27
C: -4.0393 0.4783 -3.5813  -1.20
H: 4.1701 -3.0295 -0.4481  0.28
H: 4.4168 -2.4340 1.1676  0.29
H: 3.1605 -3.6630 0.8812  0.33
H: 1.5956 -2.0142 0.4077  -0.01
H: 2.7853 -0.9101 1.0645  0.03
H: 3.1139 -1.6827 -1.8322  0.58
H: 1.7396 -0.6669 -1.4600  -0.10
H: 3.7073 0.6392 -2.1434  0.31
H: 4.6942 -0.0528 -0.8741  0.46
H: 3.2034 1.1552 0.8321  0.48
H: 4.0080 2.1968 -0.3004  0.42
H: 2.1034 2.9339 -1.3046  0.61
H: 1.3574 1.3627 -1.3012  -0.49
H: 1.6357 2.5618 1.3970  0.77
H: 0.5453 3.4512 0.3742  0.35
H: 0.4298 0.4389 0.4426  -0.32
H: 0.4792 0.5659 2.6749  0.88
H: 0.5383 2.3467 4.1369  0.22
H: -1.6733 0.2391 3.6563  0.95
H: -1.5547 0.5562 -0.5900  -0.29
H: -0.2464 2.6133 -1.6562  0.79
H: -1.5366 3.5603 -0.9017  0.30
H: -1.5794 1.8490 -4.2232  0.53
H: -0.6310 0.9876 -3.0072  -0.28
H: -2.4206 -0.5015 -2.5028  -0.05
H: -2.1808 -0.4969 -4.2283  0.52
H: -4.2144 1.5337 -3.3857  0.32
H: -4.6507 -0.1138 -2.8976  0.21
H: -4.3681 0.2159 -4.5900  0.36
C: -0.4097 0.7169 -7.7618  -1.34
C: 0.8690 1.2609 -7.1794  0.47
C: 1.8259 0.2202 -6.6348  -0.48
O: 2.4972 0.9391 -5.5929  -0.33
C: 1.6625 1.9121 -5.1586  0.67
O: 1.8272 2.5551 -4.1735  -0.54
O: 0.6084 2.0403 -5.9967  -0.30
H: -1.0387 1.5253 -8.1321  0.36
H: -0.1925 0.0399 -8.5881  0.40
H: -0.9772 0.1806 -7.0001  0.23
H: 1.3735 1.9113 -7.8989  0.26
H: 2.5446 -0.1386 -7.3666  0.31
H: 1.3025 -0.6298 -6.1900  0.30
C: -4.6798 3.6963 3.3659  -1.10
C: -5.1081 3.9188 4.7926  0.46
C: -6.4789 3.3830 5.1474  -0.46
O: -6.8985 4.2744 6.1874  -0.36
C: -6.2592 5.4563 6.0004  0.62
O: -6.5252 6.4641 6.5687  -0.53
O: -5.2806 5.3210 5.0763  -0.36
H: -3.6938 4.1110 3.1822  0.33
H: -4.6621 2.6347 3.1260  0.17
H: -5.3708 4.1996 2.6876  0.29
H: -4.3533 3.5337 5.4850  0.28
H: -6.4662 2.3597 5.5142  0.33
H: -7.1805 3.4631 4.3135  0.32
C: 5.6535 -7.8989 2.8275  -1.43
C: 6.6011 -6.8097 2.3964  0.50
C: 6.9077 -5.7659 3.4505  -0.50
O: 7.1692 -4.6013 2.6599  -0.32
C: 6.4934 -4.7334 1.4916  0.65
O: 6.3316 -3.8644 0.7006  -0.51
O: 6.0179 -5.9952 1.3633  -0.33
H: 5.4881 -8.6081 2.0176  0.35
H: 6.0594 -8.4383 3.6835  0.38
H: 4.6854 -7.4759 3.0975  0.35
H: 7.5243 -7.2389 1.9974  0.27
H: 7.7726 -6.0053 4.0636  0.31
H: 6.0478 -5.5654 4.0945  0.30

Cartesian forces, eV/Å:
-0.2975 0.6498 0.1141
0.3169 -0.2785 -0.1150
0.0212 0.0622 0.3352
-0.2505 0.0207 -0.4078
0.2716 0.2871 -0.1397
-0.2006 0.0947 0.0959
0.4898 -0.2406 -0.0923
-0.0170 0.3786 -0.0443
0.2541 -0.2766 0.0565
-0.1318 0.2098 0.0429
-0.3790 0.3649 0.3401
1.3316 -0.7859 0.2137
-0.4439 0.3658 -0.1072
-0.6373 0.3226 0.0006
-0.0043 0.1130 -0.0326
0.0895 -0.1285 -0.1027
-0.0288 0.1292 0.1204
-0.1423 -0.3336 0.2064
0.1038 0.1495 -0.1233
-0.0866 -0.1344 -0.0403
0.0102 0.2629 -0.0232
0.6252 -0.3551 -0.5562
-1.5852 1.5970 -1.8917
0.5389 -0.5978 0.6199
0.6899 -0.5383 0.7206
0.3819 -0.4620 0.5700
-0.3847 -0.0074 -0.6043
0.2226 0.0990 0.1894
-0.2169 -0.3811 -0.5678
0.1439 0.0904 0.4432
0.1985 -0.5322 -0.1552
-0.1588 -0.1160 0.0399
-0.0187 -0.2443 0.0002
0.2013 -0.0613 -0.0138
0.0537 -0.0444 -0.0607
-0.2346 0.0725 -0.0808
-0.1089 0.0179 0.0204
0.0601 0.0731 -0.0168
0.0929 -0.0371 0.0517
-0.0833 0.0011 0.1407
-0.1023 -0.1693 -0.1064
-0.0118 -0.0786 0.1313
0.0503 -0.0627 0.0042
0.1044 0.0592 -0.0589
-0.1457 0.0478 0.0132
-0.1273 -0.0876 0.0500
-0.1595 -0.0219 0.0119
-0.0200 0.1000 -0.0323
0.0435 -0.1063 -0.0145
-0.1585 -0.1096 -0.1038
-0.0636 0.0185 0.1292
0.0342 -0.0083 0.1806
0.0778 -0.0818 0.1222
0.0449 0.1034 0.1350
0.0085 0.1663 0.1050
-0.1090 0.0248 -0.0433
-0.0471 0.0819 0.0015
-0.0758 -0.0401 0.0020
-0.0354 0.1938 0.0031
-0.0440 0.2509 0.0285
-0.1781 0.1340 0.1645
-0.1244 -0.1647 -0.1193
0.0705 -0.0190 -0.0356
-0.0310 -0.0582 -0.0008
-0.0531 -0.0110 0.0202
0.0019 0.0216 0.0884
0.0667 0.0457 -0.0301
0.0330 0.0001 -0.0435
0.0273 0.0043 -0.0076
0.0609 -0.0723 -0.0005
0.0443 0.0072 0.0292
0.0997 0.0738 0.0669
-0.0577 0.0103 -0.0297
-0.1443 0.4650 0.0617
0.0080 -0.1882 -0.2022
-0.0183 -0.0602 0.0707
-0.0348 -0.0310 -0.0657
0.0306 0.0357 -0.0001
0.0030 -0.0006 0.0179
0.0260 -0.0278 0.0646
0.0532 -0.0701 0.0624
-0.0076 -0.0468 0.0782
-0.0488 -0.0882 -0.0146
-0.0314 0.0166 0.0494
-0.0255 0.0462 0.1193
0.0475 0.0052 -0.0496
-0.1898 0.0344 -0.1862
-0.1010 -0.1393 0.1430
0.0781 0.0155 0.0347
-0.0449 -0.0181 0.0562
-0.0467 -0.0003 -0.0297
0.2705 -0.1088 -0.0085
0.0843 -0.0036 -0.0230
0.0496 -0.0213 0.0146
0.0289 0.0059 0.0009
0.0370 0.0364 0.0782
0.0285 0.0452 0.0005
0.0696 0.0968 -0.0660
-0.0327 -0.0577 -0.0133

The SMILES is CCCCCCC[C@H]1[C@@H](S)[C@H](S(=O)(=O)C(F)(F)C(F)(F)F)OS(=O)(=O)[C@H]1COCCC.C[C@@H]1COC(=O)O1.C[C@@H]1COC(=O)O1.C[C@@H]1COC(=O)O1. Its multiplicity is 1. The value obtained for the total energy is -3955.68645 Ha.

---

(2)
The following is a DFT calculation (the ωB97M-V functional and the def2-TZVPD basis) of a structure of composition C12H20BrClIN3O7P in a non-equilibrium geometry.

Last column: Mulliken charge in e.
Positions of all 46 atoms, in Å:
C: -3.1310 -3.1304 -1.1460  -1.01
C: -2.4635 -1.9786 -0.2086  0.01
O: -1.1390 -1.7307 -0.7544  -0.24
C: -0.5703 -0.5094 -0.3012  0.28
O: -1.0892 -0.2752 1.0535  -0.55
C: -1.0494 0.8700 -1.0321  -1.01
O: -2.3123 1.0682 -1.6281  -0.22
N: -2.4143 0.1855 -2.7103  0.37
O: -2.8411 0.7394 -3.6505  -0.32
N: -0.0101 1.6742 -0.9142  0.93
C: -0.2687 3.0444 -1.4941  -0.73
C: -1.3299 3.8417 -0.5467  -0.16
N: -1.0138 5.2949 -0.4419  -0.65
C: 1.2559 1.1650 -0.2473  -0.88
Cl: 2.7297 1.8739 -1.1183  -0.01
I: 1.3283 2.0350 1.7479  0.26
C: 1.0419 -0.4099 -0.4257  1.69
C: 1.7446 -1.4409 0.5807  -0.34
C: 3.2224 -1.0373 1.0473  -0.83
O: 3.3380 -0.6361 2.4346  -0.32
C: 2.9557 -1.6760 3.3271  0.69
C: 1.6255 -1.3876 4.1960  -0.67
O: 3.5294 -2.7667 3.4529  -0.52
P: 1.7405 -1.0076 -2.1254  0.39
O: 1.1195 -2.5763 -2.4745  -0.46
Br: 0.9756 0.3157 -3.8028  -0.17
H: -4.0506 -2.7365 -1.6803  0.28
H: -3.4406 -4.0081 -0.4728  0.33
H: -2.3218 -3.5266 -1.8479  0.26
H: -3.1483 -1.0643 -0.2684  0.17
H: -2.4459 -2.4348 0.8458  0.29
H: -1.4236 0.6540 1.0883  0.47
H: 0.6679 3.7042 -1.4985  0.34
H: -0.6325 2.9897 -2.5685  0.33
H: -1.2079 3.3752 0.4945  0.14
H: -2.4092 3.6234 -0.8648  0.35
H: -0.7135 5.4621 0.5349  0.27
H: -1.9244 5.7762 -0.5195  0.29
H: 1.0120 -1.6476 1.4237  0.05
H: 1.8505 -2.4320 0.0029  0.19
H: 3.8835 -1.9721 0.9207  0.37
H: 3.7155 -0.2233 0.4231  0.28
H: 1.5876 -0.2585 4.3878  0.20
H: 1.6554 -1.8962 5.2084  0.34
H: 0.6882 -1.6827 3.6019  0.16
H: 1.6833 -3.2474 -2.0291  0.35

Cartesian forces, eV/Å:
0.6248 -0.0593 0.8382
-2.1550 -1.8255 -0.5301
0.8649 2.1572 0.9710
-1.6716 0.1372 0.3386
0.8334 0.8532 -1.2150
1.8580 -2.7872 0.5695
3.4846 3.0226 3.2624
-0.7592 -1.4741 -4.4324
0.4824 -0.9164 2.1538
-3.1814 1.3554 -2.1217
0.3455 2.5598 0.4486
0.1494 -1.1520 0.7347
-1.2126 -0.9072 0.5495
-0.1739 -0.5411 -0.8412
-1.4273 -0.7775 0.5345
-0.0900 -0.4053 -0.4588
-1.8891 -0.3087 0.7089
0.0162 0.0975 -0.6116
1.1085 -1.2756 -0.4048
-1.1923 -1.3650 0.2821
-0.3485 -2.6904 1.4194
0.7676 1.2954 -0.3813
-1.3335 3.7700 -1.1286
1.3195 -1.6567 -0.5471
0.2070 2.0394 0.8990
-0.4781 -0.7010 0.6649
1.3170 -0.5799 0.4566
0.3441 1.3473 -1.0718
-1.3186 0.6522 0.7285
1.2345 -1.1328 0.3491
0.3482 1.2507 -1.5106
0.3600 -1.0682 0.4454
-1.1563 -1.3579 0.1222
0.4935 -0.4093 1.4069
-0.2436 0.3980 -1.3878
1.6295 0.4529 0.2071
-0.0794 0.0434 -0.9366
0.8699 -0.0203 -0.0808
1.1212 0.3679 -0.8685
-0.2882 1.4560 0.9529
-1.0022 1.3738 0.1028
-0.9295 -0.9477 0.8818
-0.1231 -1.5551 -0.3386
0.0913 0.3270 -1.5316
1.4670 0.3396 0.8603
-0.2847 0.6177 -0.4898

The total charge is +1. Its multiplicity is 1. The value obtained for the total energy is -4832.97698 Ha.

---

Kohn-Sham gap / eV: 10.06, 7.40